Record 1
Formula: C4H9N2O
Source: the OMol25 dataset
Level of theory: ωB97M-V with the def2-TZVPD basis set

frontier orbital gap	7.04	eV
energy	-9308.8636	eV

Structure (ORCA input):
```
! wB97M-V def2-TZVPD RIJCOSX def2/J DEFGRID3
* xyz 1 1
C 2.345 -0.406 0.700
C -2.395 0.818 0.008
C -1.803 1.409 -1.279
C -1.679 0.040 -0.874
N 3.559 -0.272 0.111
N 1.377 0.400 0.391
O 0.132 0.309 0.769
H 2.030 -1.191 1.330
H -1.693 1.213 0.789
H -3.412 0.734 0.317
H -2.341 1.868 -2.111
H -0.839 2.080 -1.292
H -1.492 -1.031 -1.292
H 4.238 -0.937 0.326
H 3.788 0.723 -0.168
H 1.550 1.165 -0.282
*
```



Record 2
Formula: C78H181N11O4
Source: the OMol25 dataset
Level of theory: ωB97M-V with the def2-TZVPD basis set

frontier orbital gap	8.65	eV
energy	-108394.3847	eV

Structure (ORCA input):
```
! wB97M-V def2-TZVPD RIJCOSX def2/J DEFGRID3
* xyz 0 1
C -1.748 2.843 3.908
C -0.836 2.799 5.087
C -1.595 2.111 6.218
C -0.701 1.848 7.396
C 0.478 0.951 6.961
C 1.252 1.559 5.788
N 0.309 1.877 4.717
O 1.011 2.494 3.589
C 2.144 2.683 6.252
C 2.169 0.430 5.380
C -0.421 4.213 5.416
H -1.871 1.794 3.617
H -1.261 3.343 3.066
H -2.680 3.325 4.062
H -2.461 2.666 6.528
H -1.874 1.127 5.781
H -1.307 1.389 8.183
H -0.347 2.805 7.803
H 0.044 -0.006 6.616
H 1.110 0.677 7.768
H 1.689 3.492 6.795
H 2.947 2.222 6.866
H 2.622 3.209 5.431
H 2.955 0.764 4.683
H 2.714 0.057 6.234
H 1.600 -0.397 4.918
H -1.283 4.879 5.223
H 0.418 4.496 4.806
H -0.053 4.369 6.416
H 0.727 1.860 2.881
C -1.226 -3.347 -7.476
C 0.268 -3.542 -7.024
C 1.170 -2.594 -7.749
C 1.085 -1.132 -7.344
C 1.267 -0.996 -5.825
C 0.324 -1.919 -5.022
N 0.477 -3.267 -5.603
O -0.353 -4.209 -4.903
C 0.946 -2.065 -3.641
C -1.057 -1.309 -5.007
C 0.580 -4.965 -7.401
H -1.905 -4.062 -6.978
H -1.276 -3.558 -8.562
H -1.724 -2.333 -7.426
H 2.226 -2.892 -7.538
H 1.155 -2.764 -8.819
H 0.041 -0.724 -7.434
H 1.866 -0.563 -7.829
H 1.028 0.047 -5.494
H 2.258 -1.249 -5.575
H 0.265 -2.443 -2.890
H 1.760 -2.735 -3.579
H 1.164 -1.053 -3.353
H -1.422 -0.956 -5.987
H -1.777 -2.051 -4.711
H -1.092 -0.478 -4.315
H 1.648 -5.168 -7.119
H 0.503 -4.984 -8.476
H -0.087 -5.721 -6.971
H -1.283 -4.021 -5.090
C -2.504 -5.848 -1.569
C -3.253 -4.501 -1.646
C -4.232 -4.589 -2.882
C -5.483 -5.417 -2.599
C -6.119 -4.832 -1.363
C -5.233 -4.777 -0.110
N -4.021 -4.114 -0.496
O -3.249 -3.976 0.661
C -5.913 -3.787 0.810
C -5.084 -6.153 0.645
C -2.159 -3.473 -1.915
H -1.986 -5.934 -2.532
H -3.144 -6.676 -1.506
H -1.782 -5.813 -0.798
H -4.630 -3.576 -3.027
H -3.603 -4.912 -3.730
H -5.269 -6.489 -2.385
H -6.159 -5.446 -3.457
H -6.919 -5.454 -0.992
H -6.492 -3.823 -1.627
H -6.153 -2.793 0.409
H -6.846 -4.211 1.189
H -5.254 -3.642 1.664
H -4.636 -6.984 0.110
H -4.524 -6.045 1.578
H -6.111 -6.498 0.897
H -1.596 -3.795 -2.779
H -1.495 -3.289 -1.036
H -2.661 -2.492 -2.097
H -2.837 -4.793 0.907
C 6.758 -1.689 0.610
C 7.521 -0.660 1.446
C 7.190 0.734 0.908
C 5.808 1.214 1.445
C 5.797 1.151 2.948
C 6.044 -0.228 3.544
N 7.362 -0.673 2.874
O 7.706 -1.900 3.361
C 6.291 -0.107 5.022
C 4.939 -1.216 3.281
C 9.036 -0.844 1.235
H 7.245 -1.694 -0.404
H 5.730 -1.386 0.469
H 6.790 -2.734 1.042
H 7.971 1.431 1.209
H 7.217 0.749 -0.181
H 5.120 0.512 1.004
H 5.637 2.186 0.993
H 4.768 1.448 3.294
H 6.538 1.840 3.328
H 5.430 0.321 5.538
H 6.585 -1.015 5.503
H 7.130 0.533 5.158
H 5.239 -2.230 3.457
H 4.084 -0.934 3.871
H 4.515 -1.183 2.309
H 9.469 -1.772 1.522
H 9.551 -0.004 1.745
H 9.215 -0.765 0.155
H 8.448 -1.682 3.963
C -2.472 -1.913 6.495
C -3.491 -2.153 5.412
N -3.667 -0.971 4.533
C -4.322 0.219 5.066
C -5.812 0.208 5.140
C -4.223 -1.365 3.263
C -4.209 -0.275 2.178
H -1.599 -1.449 6.080
H -2.043 -2.784 7.051
H -2.870 -1.258 7.254
H -3.272 -3.022 4.816
H -4.454 -2.366 5.889
H -3.970 0.383 6.111
H -4.121 1.159 4.526
H -6.236 1.018 5.737
H -6.227 0.356 4.134
H -6.120 -0.758 5.454
H -5.207 -1.828 3.319
H -3.619 -2.225 2.884
H -3.204 0.152 2.032
H -4.950 0.457 2.436
H -4.660 -0.791 1.282
C -0.523 -5.454 2.566
C 0.199 -4.721 1.398
N 1.633 -4.899 1.291
C 2.159 -4.473 -0.012
C 1.878 -5.327 -1.237
C 2.406 -4.336 2.399
C 3.621 -5.079 2.894
H -0.042 -5.185 3.481
H -0.484 -6.499 2.530
H -1.542 -5.131 2.675
H -0.234 -4.956 0.396
H -0.092 -3.623 1.515
H 1.852 -3.444 -0.165
H 3.226 -4.432 0.234
H 2.378 -6.322 -1.194
H 0.792 -5.498 -1.413
H 2.274 -4.846 -2.143
H 1.717 -4.322 3.247
H 2.619 -3.294 2.136
H 3.256 -5.946 3.420
H 4.165 -4.393 3.622
H 4.398 -5.335 2.158
C -3.534 1.570 -5.917
C -3.661 2.267 -4.541
N -2.646 1.784 -3.631
C -3.137 1.740 -2.267
C -4.186 0.667 -1.987
C -1.430 2.605 -3.741
C -0.159 2.072 -3.144
H -2.582 1.860 -6.336
H -4.314 1.864 -6.619
H -3.636 0.521 -5.833
H -3.505 3.341 -4.616
H -4.626 2.030 -4.105
H -2.263 1.507 -1.643
H -3.559 2.735 -1.931
H -3.861 -0.321 -2.283
H -4.319 0.632 -0.897
H -5.184 0.822 -2.427
H -1.576 3.626 -3.335
H -1.232 2.840 -4.807
H -0.447 1.821 -2.133
H 0.665 2.836 -3.253
H 0.143 1.143 -3.675
C -0.325 -0.325 -0.571
C -0.281 0.726 0.551
N 0.798 0.673 1.563
C 0.971 -0.700 2.023
C -0.373 -1.208 2.588
C 2.039 1.152 1.043
C 2.091 2.654 0.845
H -0.939 0.174 -1.345
H -0.921 -1.237 -0.352
H 0.661 -0.541 -1.019
H -0.191 1.748 0.155
H -1.234 0.722 1.081
H 1.732 -0.845 2.820
H 1.205 -1.230 1.108
H -0.710 -0.474 3.318
H -0.164 -2.152 3.145
H -1.079 -1.497 1.832
H 2.794 0.931 1.816
H 2.280 0.579 0.105
H 2.125 3.143 1.830
H 2.938 3.005 0.271
H 1.228 3.134 0.416
C 4.160 -1.192 -2.499
C 5.499 -0.719 -3.017
N 5.481 -0.443 -4.449
C 6.825 -0.598 -5.012
C 7.102 -2.012 -5.406
C 4.799 0.809 -4.794
C 4.251 1.018 -6.170
H 3.958 -2.183 -2.876
H 3.375 -0.424 -2.662
H 4.293 -1.260 -1.428
H 5.940 0.137 -2.413
H 6.228 -1.522 -2.910
H 6.885 0.077 -5.898
H 7.554 -0.145 -4.344
H 6.258 -2.333 -6.044
H 8.047 -2.155 -5.981
H 7.159 -2.618 -4.541
H 5.327 1.751 -4.456
H 3.869 0.756 -4.278
H 3.922 0.131 -6.682
H 4.916 1.490 -6.916
H 3.382 1.612 -6.033
C -0.876 5.893 1.809
C -0.453 7.144 1.034
N 0.255 6.906 -0.215
C 1.486 6.265 -0.042
C 2.482 7.066 0.906
C -0.517 6.339 -1.319
C 0.136 6.520 -2.676
H -1.262 6.121 2.784
H -0.007 5.276 1.921
H -1.633 5.384 1.169
H -1.340 7.807 0.723
H 0.204 7.770 1.634
H 1.313 5.240 0.450
H 2.027 6.095 -0.984
H 2.645 8.100 0.511
H 2.314 7.084 1.966
H 3.475 6.626 0.736
H -1.489 6.896 -1.295
H -0.761 5.250 -1.227
H -0.638 6.558 -3.449
H 0.868 5.752 -2.954
H 0.571 7.514 -2.844
C -3.809 3.385 0.692
C -4.693 4.442 1.335
N -5.282 5.349 0.326
C -4.253 6.197 -0.207
C -4.700 7.587 -0.702
C -6.124 4.699 -0.638
C -7.200 3.853 -0.090
H -3.445 2.660 1.432
H -2.963 3.916 0.312
H -4.371 2.899 -0.117
H -5.600 4.033 1.846
H -4.123 5.087 2.029
H -3.597 6.421 0.652
H -3.642 5.679 -1.013
H -3.844 8.167 -1.010
H -5.298 7.507 -1.595
H -5.242 8.110 0.047
H -5.473 4.115 -1.312
H -6.600 5.511 -1.244
H -6.900 2.805 0.227
H -8.010 3.767 -0.829
H -7.735 4.254 0.815
*
```



Record 3
Formula: C27H28BrN3ORuS2
Source: the OMol25 dataset
Level of theory: ωB97M-V with the def2-TZVPD basis set

<S²>	0.761
frontier orbital gap (spin up / spin down)	6.41 / 6.15	eV
energy	-129260.4154	eV

Structure (ORCA input):
```
! wB97M-V def2-TZVPD RIJCOSX def2/J DEFGRID3
* xyz 1 2
Ru -1.799 -1.653 -0.735
C 3.654 3.943 0.520
C 3.589 3.059 -0.734
C 4.813 2.143 -0.741
C 3.653 3.954 -1.984
C 2.276 2.286 -0.761
C 2.225 0.904 -0.846
C 0.992 0.300 -0.919
Br 0.881 -1.605 -1.075
C -0.238 0.953 -0.912
O -1.376 0.260 -0.981
C -0.194 2.360 -0.809
C 1.057 2.960 -0.740
C -1.429 3.278 -0.771
C -2.782 2.560 -0.750
C -1.396 4.178 -2.017
C -1.360 4.149 0.495
H 4.602 4.483 0.534
H 3.590 3.338 1.427
H 2.851 4.681 0.540
H 5.715 2.757 -0.736
H 4.845 1.518 -1.635
H 4.843 1.503 0.144
H 4.599 4.499 -1.995
H 2.843 4.685 -1.997
H 3.589 3.353 -2.892
H 3.127 0.309 -0.858
H 1.085 4.039 -0.668
H -2.945 1.967 -1.648
H -3.573 3.310 -0.696
H -2.877 1.911 0.121
H -1.425 3.576 -2.927
H -0.500 4.799 -2.045
H -2.266 4.837 -2.018
H -1.348 3.524 1.391
H -2.236 4.797 0.542
H -0.475 4.784 0.513
S -4.119 -2.459 -0.926
C -3.230 -3.920 -0.920
N -1.926 -3.826 -0.943
C -1.294 -5.060 -0.861
C 0.079 -5.286 -0.840
C 0.528 -6.587 -0.726
C -0.374 -7.650 -0.631
C -1.738 -7.435 -0.661
C -2.194 -6.127 -0.777
S -3.837 -5.532 -0.816
H 0.762 -4.449 -0.915
H 1.591 -6.785 -0.715
H 0.006 -8.658 -0.534
H -2.434 -8.260 -0.597
N -1.400 -1.748 6.711
C -1.435 -1.741 5.564
C -1.490 -1.727 4.127
C -2.071 -0.653 3.459
C -2.128 -0.688 2.082
N -1.632 -1.712 1.381
C -1.060 -2.739 2.015
C -0.973 -2.788 3.390
H -2.475 0.187 4.004
H -2.583 0.114 1.517
H -0.668 -3.537 1.400
H -0.515 -3.634 3.880
*
```